91
Properties=species:S:1:pos:R:3:forces:R:3:lowdin_charge:R:1 method="wB97M-V/def2-TZVPD" largest_force_ev_per_a=3.2 total_charge=-1 homo_lumo_gap_ev="3.66 / 2.61" relative_energy_kj_mol=17.6 lumo_ha="0.091 / 0.091" homo_energy_ev="-1.2 / -0.1"
Sn -0.15546 0.78525 -0.39308 0.25 -1.60 -0.89 0.599
Cl 1.21944 2.47782 -1.45770 1.54 2.25 -1.14 0.012
Cl -0.77719 1.51066 -3.81669 -0.02 1.08 -1.00 0.317
Cl -2.52379 1.09749 -0.51071 -2.03 0.38 0.17 -0.021
S -0.89530 -0.54881 2.77250 0.48 0.87 -0.37 1.047
Si -0.52892 3.60137 -4.15846 0.19 -0.10 0.02 0.151
O -0.03605 2.33139 1.25441 -1.82 2.56 0.64 -0.261
O -0.32451 -0.88346 -1.73610 0.12 -1.10 -0.16 -0.415
O 2.10566 -0.11594 -0.18025 1.96 -2.08 -0.36 -0.169
N 0.00106 -0.37552 1.42859 -0.51 -1.44 2.25 -0.427
N 2.79934 -1.61390 -1.79012 0.54 -0.28 0.38 -0.179
N -0.21958 4.58621 1.40258 0.04 1.17 -0.07 -0.170
C -0.04607 3.01196 5.53284 -0.40 0.29 0.31 -0.128
C -1.06415 -2.84149 4.31312 0.35 0.24 -0.20 -0.099
C -0.43494 -4.69969 -4.33794 0.37 -0.47 -0.61 -0.122
C -0.71910 3.39263 1.10231 1.36 -2.04 0.44 -0.336
C 0.81755 -4.04447 5.23465 -0.28 -0.09 -0.12 -0.098
C 3.33305 -2.94595 -2.04938 -0.37 0.01 0.30 -0.056
C 1.68154 -3.08454 4.71242 -0.07 0.23 -0.14 -0.086
C -1.30632 2.40326 5.52677 0.03 -0.18 -0.19 -0.113
C -2.20216 -3.25392 0.22921 0.24 -0.52 -0.06 -0.028
C 0.96844 2.54679 4.68894 -0.07 -0.73 -0.52 -0.118
C 1.13046 4.74394 1.93697 -0.18 -0.24 -0.02 -0.030
C -1.22835 -1.95844 -1.66954 0.41 0.88 0.13 -0.408
C -1.55468 1.32171 4.67887 0.01 0.03 0.18 -0.108
C 0.30618 -4.24794 0.99034 -0.04 0.08 -0.32 -0.084
C 1.18186 -1.99743 3.98420 -0.10 -0.33 0.28 -0.077
C -1.64187 -1.94801 -4.16467 0.07 0.18 -0.44 -0.051
C -0.85747 -4.78916 1.53791 -0.15 0.26 0.25 -0.119
C -1.70312 4.36075 -2.91325 -0.22 0.12 0.13 -0.230
C -1.13145 -2.70359 -2.98667 0.32 -0.94 0.56 -0.228
C 1.26482 4.14639 -4.31162 0.60 -0.01 -0.23 -0.264
C 0.19664 -3.30605 -0.03740 0.09 -0.25 -0.01 -0.061
C 2.51755 -0.77594 -2.94193 -0.46 -0.04 -0.21 -0.036
C -0.18777 -1.89484 3.75659 -0.22 -0.88 0.84 -0.370
C -1.05768 4.30705 -5.83376 -0.41 -0.56 -0.20 -0.236
C -0.60350 -3.93722 -3.07550 -0.44 0.66 0.22 -0.125
C 2.62216 -1.20709 -0.51818 -0.59 1.50 -0.02 -0.322
C -0.56289 -3.91797 5.04345 0.14 0.20 0.01 -0.097
C -1.06977 5.76907 1.32905 0.03 -0.34 0.05 -0.054
C -2.10594 -4.26805 1.17768 0.01 -0.07 0.18 -0.096
C -1.05485 -2.85843 -0.45097 -0.20 0.51 -0.42 -0.186
C 0.72406 1.45091 3.85386 0.51 0.53 0.41 -0.109
C -0.52235 0.84188 3.85665 -0.05 -0.34 -0.35 -0.408
H 3.95845 -2.91003 -2.94978 -0.01 -0.08 0.32 0.082
H 1.54460 -1.03973 -3.37623 0.10 0.16 0.21 0.083
H 1.79521 4.00865 1.46905 -0.23 0.17 0.11 0.091
H 1.13778 4.59929 3.02780 0.02 0.01 -0.25 0.071
H -2.13748 -2.71161 4.17427 0.21 -0.12 -0.08 0.105
H -1.73639 3.36446 0.68414 0.22 0.01 0.11 0.091
H 0.82036 -0.97902 1.43600 -0.14 0.30 0.01 0.000
H -2.11018 2.76595 6.17457 0.33 -0.06 -0.21 0.095
H -2.70849 -1.70521 -4.05126 0.22 -0.05 0.05 0.094
H -0.49761 6.61552 0.93414 -0.14 -0.15 0.01 0.083
H -1.25709 -5.41506 -4.49789 0.14 0.16 -0.05 0.074
H 0.13802 3.87534 6.17339 -0.06 -0.24 -0.09 0.087
H -2.69558 4.39839 -3.40616 0.38 -0.05 0.28 0.034
H -3.16057 -2.80858 -0.04778 0.24 -0.22 0.10 0.119
H 1.99419 3.34466 -4.10771 -0.34 0.43 0.17 0.001
H -1.43402 5.39265 -2.63705 0.01 -0.28 -0.07 0.029
H 1.94824 3.02211 4.67472 -0.20 -0.11 0.05 0.096
H 1.20950 -4.90112 5.78811 -0.08 0.30 -0.14 0.098
H -2.52254 0.82308 4.64672 0.10 0.22 0.06 0.094
H -1.51214 -2.53022 -5.07906 -0.20 0.18 0.01 0.056
H -2.24786 -1.55130 -1.61290 -0.23 -0.06 0.07 0.100
H 1.07264 -2.93551 -0.58123 -0.48 -0.20 0.35 0.085
H -1.79224 3.74353 -2.00718 0.08 0.19 -0.26 -0.013
H 1.51277 1.07026 3.20876 -0.21 0.16 -0.09 0.106
H 1.41700 4.48013 -5.36601 -0.09 -0.21 0.72 0.016
H -0.29919 -4.47927 -2.17827 -0.12 0.29 -0.12 0.097
H 3.28764 -0.97642 -3.69302 0.08 0.21 0.08 0.080
H 3.91614 -3.27709 -1.17268 -0.12 0.05 -0.46 0.087
H -2.03146 3.93795 -6.15837 -0.07 0.12 -0.16 0.016
H -1.46713 6.03522 2.31911 0.09 0.03 -0.12 0.086
H -0.34456 -4.06083 -5.23013 -0.08 -0.30 0.31 0.061
H -0.79511 -5.56450 2.30100 0.00 0.16 -0.15 0.092
H -1.10732 -1.00048 -4.29178 -0.12 -0.17 0.15 0.015
H -1.10356 5.40491 -5.75797 0.01 -0.26 0.15 0.036
H 0.48441 -5.29703 -4.27316 -0.12 0.01 -0.14 0.062
H 2.51601 -3.67142 -2.21414 0.26 0.19 -0.07 0.082
H -1.91542 5.55460 0.66641 0.18 0.12 0.11 0.086
H 2.75493 -3.16901 4.88379 -0.24 0.03 -0.05 0.099
H 1.85551 -1.21394 3.64990 -0.04 -0.11 -0.15 0.104
H 1.47208 5.75627 1.70700 0.00 -0.13 -0.02 0.082
H -1.25118 -4.65123 5.46845 0.21 0.19 -0.10 0.101
H 1.29284 -4.57204 1.33885 -0.36 0.00 -0.15 0.101
H 2.49989 0.27984 -2.65485 -0.04 -0.21 0.02 0.057
H 2.98534 -1.95383 0.22671 -0.20 0.34 -0.22 0.140
H -0.30236 4.07113 -6.59413 -0.30 -0.05 0.08 0.016
H -3.01679 -4.65127 1.64227 0.27 0.06 -0.02 0.097
H 1.47808 5.01315 -3.66639 0.03 -0.40 -0.02 0.026

---

22
Properties=species:S:1:pos:R:3:forces:R:3:lowdin_charge:R:1 method="wB97M-V/def2-TZVPD" smiles=CC(C)NCC[NH3+] largest_force_ev_per_a=1.1 total_charge=+1 homo_lumo_gap_ev=10.08 relative_energy_kj_mol=53.9 lumo_ha=-0.125 homo_energy_ev=-13.5
N 0.36542 0.61711 -0.18950 -0.14 0.53 0.87 -0.061
N 1.57923 -1.21787 -1.74959 0.00 -0.43 0.19 0.192
C -0.36952 0.18800 -1.35231 -0.33 0.13 -0.26 -0.228
C -1.73019 0.63793 1.24971 -0.11 0.11 0.22 -0.057
C 0.09082 -1.21190 -1.69082 -0.96 0.46 -0.22 -0.138
C -0.26151 0.23515 1.11703 0.44 -0.25 -0.45 -0.442
C 0.59101 0.80463 2.24229 -0.68 0.27 -0.19 -0.059
H -1.95278 0.88463 2.29175 -0.05 -0.29 -0.08 0.086
H 0.38062 1.87052 2.35943 0.18 0.11 -0.18 0.089
H -2.41422 -0.14660 0.91970 0.00 0.12 0.06 0.080
H 1.65062 0.66130 2.04599 0.04 -0.12 0.28 0.078
H -1.96310 1.55042 0.69914 0.12 0.03 -0.17 0.088
H 1.90437 -0.91322 -0.82339 -0.08 0.21 0.06 0.157
H 1.90320 -2.16769 -1.93186 0.34 0.18 -0.20 0.175
H 0.46413 1.62722 -0.16091 0.05 -0.03 -0.25 0.126
H -1.45875 0.17106 -1.23915 0.01 -0.10 0.18 0.122
H -0.37713 -1.54879 -2.61557 0.46 -0.15 -0.08 0.141
H -0.21616 0.85398 -2.19966 0.34 0.14 -0.05 0.131
H 0.24456 0.36552 3.17443 0.41 -0.21 0.13 0.088
H -0.18007 -0.85786 1.15150 -0.11 0.01 0.17 0.126
H -0.21552 -1.86518 -0.88617 0.20 -0.41 0.11 0.127
H 1.96498 -0.53838 -2.41203 -0.12 -0.29 -0.14 0.180

---

72
Properties=species:S:1:pos:R:3:forces:R:3:lowdin_charge:R:1 method="wB97M-V/def2-TZVPD" largest_force_ev_per_a=1.0 total_charge=-2 homo_lumo_gap_ev=5.64 relative_energy_kj_mol=150.7 lumo_ha=0.106 homo_energy_ev=-2.8
Br -9.49321 2.15287 -1.82301 -0.01 0.04 -0.02 0.661
Zn -2.85923 -1.26006 0.49538 -0.40 -0.08 0.17 0.674
Cl -5.95055 0.82929 1.95793 0.02 0.03 -0.02 0.718
Cl -7.69666 -1.50734 0.20410 0.00 -0.01 -0.02 0.648
S -3.21681 -2.48507 2.78310 0.69 -0.14 0.45 0.258
O -4.37453 -2.32544 -3.15638 -0.02 -0.03 -0.09 -0.008
O -3.62469 0.54053 -0.18026 0.05 0.26 0.03 -0.072
O 4.91948 -0.17614 -0.14641 0.14 -0.02 0.07 0.123
O -4.59214 -2.94692 2.79261 -0.36 0.02 -0.17 -0.376
O -3.15525 -0.98044 2.49961 -0.10 0.10 -0.21 -0.456
O -4.67396 2.37932 -0.87457 0.00 0.14 -0.02 0.014
O -3.69086 -2.25424 -1.04305 -0.22 -0.10 -0.03 -0.082
O -2.46936 -3.02181 1.57165 0.04 0.01 -0.24 -0.439
O -2.50973 -2.81148 4.02051 0.09 0.18 -0.15 -0.405
N 2.98358 1.31079 3.76724 -0.07 -0.10 0.12 -0.160
N 2.30555 2.58961 2.12535 0.00 -0.14 0.25 0.084
N -1.28670 -0.77075 -0.85384 0.66 0.54 0.45 0.059
N 7.02048 -0.79742 -0.27682 0.07 0.12 0.23 0.114
N 6.63984 -0.24675 -1.49370 0.06 -0.08 -0.27 0.108
N -0.00458 0.18107 -2.31543 0.82 -0.12 0.27 -0.124
N 3.77440 2.40476 3.82910 0.18 -0.03 0.12 0.098
N -0.01652 -1.13730 -2.64235 0.24 0.06 -0.25 0.115
C 4.38680 -0.68471 3.82427 0.31 -0.38 0.09 -0.178
C -7.51985 0.35080 -2.60533 -0.04 -0.06 0.04 -0.153
C -7.20177 1.49355 -0.30697 -0.02 -0.02 0.01 -0.290
C -6.00170 0.66145 0.15662 0.01 0.03 -0.05 -0.680
C 5.40273 0.09362 -1.37472 -0.26 -0.01 -0.01 -0.297
C 3.32100 3.14218 2.83757 -0.04 -0.06 0.00 -0.237
C 3.08796 0.61437 -2.18589 0.31 0.20 -0.49 0.060
C 2.82925 1.78039 -4.26720 -0.31 -0.04 -0.04 -0.051
C -5.70444 -1.08476 -1.63413 -0.01 0.00 -0.01 -0.147
C 5.02996 1.28069 -3.48843 0.35 -0.07 0.30 -0.038
C 4.19520 1.84235 -4.42530 0.07 0.22 -0.36 -0.080
C -4.64501 1.26811 -0.35099 0.05 -0.22 -0.03 -0.664
C 5.99318 -0.72010 0.49357 -0.22 -0.07 -0.35 -0.286
C -0.79331 -1.66838 -1.73887 -0.31 -0.03 0.00 -0.164
C 2.25095 1.15355 -3.16601 -0.01 -0.40 0.44 -0.168
C 5.76488 -1.08925 1.88409 0.05 0.01 0.06 -0.132
C -6.05586 -0.82852 -0.19637 -0.02 -0.05 0.08 -0.576
C 0.72539 1.07597 -3.19707 -0.37 0.03 0.02 -0.080
C 3.29944 0.10172 4.50317 0.20 0.40 0.35 -0.072
C 6.48890 -2.06136 2.55922 -0.12 -0.02 0.03 -0.018
C -7.86104 1.14734 -1.59984 0.08 0.06 -0.05 -0.650
C -4.49616 -1.96496 -1.98349 0.17 0.01 0.05 -0.597
C 4.48990 0.67973 -2.36138 -0.58 -0.06 0.14 -0.128
C -0.75259 0.38852 -1.21682 -0.42 -0.61 -0.33 -0.071
C 6.12194 -2.36549 3.86479 0.02 -0.03 0.03 -0.069
C 2.13050 1.43848 2.74925 -0.30 0.19 -0.31 -0.163
C -6.37050 -0.54244 -2.65458 0.06 0.08 0.00 -0.029
C 4.73846 -0.40854 2.52331 -0.14 0.21 -0.08 0.035
C 5.07781 -1.69548 4.48954 -0.02 0.10 -0.01 -0.029
H 4.21544 0.36636 1.98205 0.04 -0.02 -0.02 0.114
H -0.96231 1.35031 -0.77472 0.00 -0.06 -0.01 0.146
H -8.15744 0.34821 -3.48167 0.00 0.01 -0.01 0.083
H 6.65298 -3.14171 4.40155 -0.01 0.02 -0.01 0.102
H -1.08998 -2.70353 -1.73473 0.02 -0.01 0.04 0.128
H 4.61381 2.32519 -5.29916 0.00 0.00 0.00 0.104
H 6.10465 1.31364 -3.60813 0.00 -0.03 0.02 0.112
H 3.72790 4.11840 2.62708 0.01 -0.03 0.00 0.096
H 2.40356 -0.49181 4.65436 -0.25 -0.02 -0.21 0.143
H 4.79656 -1.94760 5.50515 0.07 -0.04 0.03 0.115
H -7.96377 1.48638 0.47116 -0.02 -0.09 -0.01 0.073
H 3.63283 0.41133 5.49201 0.04 0.03 0.05 0.130
H 1.40317 0.68123 2.52291 -0.19 -0.11 -0.14 0.143
H 2.67233 0.12304 -1.31810 -0.05 -0.05 0.04 0.123
H 7.29540 -2.58483 2.06296 -0.02 0.01 0.01 0.115
H -5.40214 -1.39080 0.46310 0.04 0.03 0.02 0.069
H 0.46088 0.71450 -4.19121 -0.02 0.22 -0.07 0.128
H -6.82448 2.51553 -0.39956 -0.05 0.02 0.07 0.113
H 0.29577 2.07068 -3.07390 0.05 0.04 0.01 0.137
H -6.02341 -0.83116 -3.64001 -0.02 -0.02 0.00 0.112
H 2.18770 2.20077 -5.03391 -0.03 0.00 0.02 0.117

---

66
Properties=species:S:1:pos:R:3:forces:R:3:lowdin_charge:R:1 method="wB97M-V/def2-TZVPD" smiles=CCc1cc(-c2n[nH]c(C)c2-c2nc3ccccc3n2C)c(O)c(CN2CCN(C)CC2)c1O largest_force_ev_per_a=0.8 homo_lumo_gap_ev=8.31 relative_energy_kj_mol=0.0 lumo_ha=0.024 homo_energy_ev=-7.7
O -1.44873 2.96328 -1.67699 0.34 0.15 -0.05 0.071
O -1.11343 -1.75997 -2.10687 -0.03 0.10 0.01 0.056
N 1.92328 -3.82112 -0.64089 0.23 0.11 0.34 0.048
N 1.11553 -2.91554 -1.20262 -0.36 0.31 -0.37 0.071
N 1.76225 -0.40353 2.40569 0.34 -0.13 -0.05 -0.017
N -3.58164 1.41112 -2.21381 0.09 0.15 -0.05 -0.199
N -6.14686 0.09511 -1.94307 0.06 0.01 -0.02 -0.230
N 3.87989 -0.95550 1.94032 0.26 -0.24 -0.46 0.176
C 4.62926 1.34795 4.72756 0.19 0.05 0.07 -0.103
C 3.88093 -0.07139 2.98493 -0.65 0.26 0.33 -0.225
C 3.57592 -4.11199 1.20059 0.00 -0.09 0.09 -0.006
C 2.18838 -2.00760 0.55476 -0.21 -0.53 -0.39 -0.046
C 0.32876 -0.40511 2.39188 -0.45 0.09 0.04 -0.002
C -0.78663 1.80745 -1.44866 0.16 -0.39 0.10 -0.218
C 1.08240 0.67406 -0.47971 -0.29 -0.02 -0.29 0.011
C 2.54785 0.29070 3.29087 0.68 0.04 0.03 -0.168
C -4.69125 1.64953 -3.12074 -0.25 -0.08 -0.25 -0.161
C -4.09936 0.95484 -0.93198 -0.11 -0.17 0.29 -0.146
C 2.60557 -3.32132 0.40907 -0.16 0.20 -0.03 -0.225
C 3.31012 1.70018 5.02069 -0.10 0.06 0.08 -0.101
C 0.42417 1.85626 -0.74424 -0.06 0.23 0.18 -0.174
C 1.76939 3.82683 -1.47204 -0.06 0.04 0.19 -0.087
C -7.12416 -0.96696 -2.01612 0.02 0.03 0.00 -0.105
C -1.28697 0.58742 -1.91049 -0.27 -0.07 -0.22 -0.074
C -5.63362 0.45055 -3.25392 0.10 0.25 0.03 -0.188
C 2.24720 1.18008 4.30970 -0.20 0.04 0.02 -0.022
C 1.26442 -1.79155 -0.50668 0.38 -0.55 0.15 -0.175
C 4.93624 0.46497 3.71410 -0.09 -0.03 -0.04 -0.019
C 2.62495 -1.11868 1.61145 0.21 0.05 0.26 -0.264
C 0.99611 3.17975 -0.32288 0.02 0.02 -0.20 -0.199
C 0.57591 -0.56381 -0.87249 -0.21 0.04 -0.26 -0.104
C -0.60288 -0.59682 -1.63496 0.20 0.21 0.25 -0.207
C -5.04842 -0.24002 -1.05341 0.13 0.22 0.05 -0.180
C -2.53615 0.54393 -2.75885 0.16 -0.23 -0.04 -0.110
H 4.25758 -4.64904 0.54331 0.09 -0.03 0.01 0.085
H -4.49329 -1.12733 -1.40864 -0.06 -0.02 0.03 0.124
H -5.26041 2.49298 -2.71763 -0.03 -0.03 -0.10 0.126
H -7.51315 -1.16083 -1.01741 -0.06 -0.07 0.01 0.083
H 5.42618 1.78337 5.31252 0.06 0.03 0.04 0.097
H -6.47586 0.72289 -3.89450 0.05 -0.03 -0.04 0.121
H 3.06292 -4.83885 1.83149 0.02 -0.04 0.03 0.086
H 2.02865 0.71030 0.03859 0.11 0.06 0.09 0.128
H -2.84811 -0.50166 -2.85939 -0.01 0.15 -0.09 0.112
H -6.70722 -1.90458 -2.41874 0.00 -0.01 0.00 0.088
H 2.58077 3.17766 -1.79414 0.09 -0.03 -0.06 0.075
H 0.18113 3.84245 -0.02691 0.06 0.00 0.12 0.110
H -7.94663 -0.64978 -2.65590 -0.07 -0.06 -0.01 0.083
H -0.05855 0.51781 1.95184 -0.02 -0.08 0.02 0.096
H -5.10263 -0.39611 -3.72753 -0.07 0.00 0.00 0.124
H -3.25744 0.69623 -0.28621 -0.04 0.06 0.02 0.126
H -2.34435 2.72767 -2.00378 -0.23 -0.17 0.10 0.084
H 2.18825 4.78046 -1.15904 0.08 0.12 -0.05 0.068
H 1.22869 1.45940 4.53543 -0.09 0.05 0.04 0.105
H 3.11897 2.39852 5.82220 -0.02 0.05 0.05 0.098
H -5.45941 -0.47229 -0.06806 0.06 -0.04 -0.01 0.123
H 4.14759 -3.43326 1.82758 0.06 -0.05 0.01 0.070
H 1.66285 3.03661 0.53036 -0.07 0.00 0.05 0.109
H -4.64455 1.79197 -0.48589 0.02 -0.07 0.07 0.129
H -0.02931 -1.24793 1.80311 0.01 0.05 0.05 0.098
H 1.10486 3.99746 -2.31485 -0.03 0.04 -0.13 0.072
H -0.04384 -0.49758 3.41408 0.01 -0.04 -0.04 0.098
H 1.98548 -4.74760 -1.03200 -0.02 0.14 0.05 0.167
H -0.45940 -2.46566 -1.92703 -0.03 -0.07 -0.07 0.065
H 5.95415 0.19372 3.48412 0.12 -0.03 -0.03 0.108
H -2.29642 0.91773 -3.76179 -0.07 -0.04 0.02 0.143
H -4.29893 1.92814 -4.10153 -0.01 0.03 0.03 0.122